Entry 1:
This record from OMol25 describes an isolated ion of composition C4H11N2 and charge +1 in a non-equilibrium geometry. The level of theory is ωB97M-V with the def2-TZVPD basis set.

```
17
Properties=species:S:1:pos:R:3:nbo_charge:R:1
N -2.309 -1.395 -1.493 -0.769
C -1.665 -0.784 -0.484 0.086
C -0.351 -0.803 -0.161 -0.435
C 0.148 -0.152 1.093 -0.443
C 0.835 1.192 0.825 -0.229
N 2.026 1.044 -0.046 -0.667
H -1.858 -1.941 -2.184 0.399
H -3.280 -1.252 -1.598 0.404
H -2.247 -0.014 0.022 0.194
H 0.333 -1.423 -0.738 0.195
H -0.722 -0.055 1.743 0.255
H 0.839 -0.779 1.675 0.217
H 0.078 1.784 0.315 0.232
H 1.159 1.692 1.731 0.226
H 2.578 1.888 -0.149 0.448
H 1.746 0.609 -0.932 0.453
H 2.690 0.389 0.380 0.435
```

Results
- Energy above the lowest of the compared OMol25 structures with the same formula, charge and spin: 31.8 kcal per mole
- Net charge: +1
- SMILES string: N/C=C/CC[NH3+]
- Gap between HOMO and LUMO: 8.148 eV
- Maximum force: 1.62 eV Å⁻¹

Entry 2:
This record from OMol25 describes an isolated ion of composition C4H11N2 and charge +2 in a non-equilibrium geometry. The level of theory is ωB97M-V with the def2-TZVPD basis set.

```
17
Properties=species:S:1:pos:R:3:nbo_charge:R:1
C -2.123 -0.393 -0.592 -0.537
C -0.972 -0.964 0.352 -0.524
C 0.232 -0.226 0.233 0.363
C 0.449 1.158 0.311 0.234
N 1.609 1.729 -0.128 -0.851
N 1.480 -0.975 0.053 -0.733
H -2.141 0.687 -0.457 0.220
H -1.905 -0.649 -1.628 0.255
H -3.112 -0.714 -0.304 0.283
H -1.422 -0.703 1.336 0.362
H -0.850 -2.038 0.261 0.282
H -0.395 1.775 0.635 0.252
H 1.420 2.496 -0.778 0.459
H 2.184 2.132 0.628 0.470
H 2.017 -0.853 0.926 0.481
H 1.466 -1.972 -0.196 0.490
H 2.063 -0.492 -0.654 0.493
```

Results
- Energy above the lowest of the compared OMol25 structures with the same formula, charge and spin: 56.7 kcal per mole
- Spin multiplicity: 2
- Net charge: +2
- ⟨S²⟩: 0.75
- Gap between HOMO and LUMO (spin up / spin down): 10.441 / 7.165 eV
- Maximum force: 1.46 eV Å⁻¹

Entry 3:
This record from OMol25 describes an isolated ion of composition C4H11N2O and charge -1. The level of theory is ωB97M-V with the def2-TZVPD basis set.

```
18
Properties=species:S:1:pos:R:3:nbo_charge:R:1
N 0.029 2.996 0.473 -0.841
C -0.214 1.612 0.038 -0.062
N 0.377 0.623 0.905 -0.670
C 1.002 -0.550 0.278 -0.216
C 0.069 -1.745 0.092 -0.449
C -0.834 -1.673 -1.177 0.008
O -1.904 -2.458 -1.144 -0.951
H 1.014 3.043 0.720 0.343
H -0.465 3.142 1.350 0.335
H 0.231 1.492 -0.941 0.178
H -1.292 1.477 -0.084 0.173
H -0.248 0.230 1.596 0.356
H 1.830 -0.866 0.924 0.164
H 1.421 -0.271 -0.686 0.177
H 0.699 -2.627 -0.027 0.176
H -0.507 -1.948 1.003 0.177
H -1.099 -0.586 -1.307 0.051
H -0.111 -1.891 -2.014 0.052
```

Results
- Energy above the lowest of the compared OMol25 structures with the same formula, charge and spin: 29.2 kcal per mole
- Net charge: -1
- SMILES string: NCNCCC[O-]
- Gap between HOMO and LUMO: 6.103 eV
- Maximum force: 0.72 eV Å⁻¹

Entry 4:
This record from OMol25 describes an isolated ion of composition C4H11N2O and charge -1 in a non-equilibrium geometry. The level of theory is ωB97M-V with the def2-TZVPD basis set.

```
18
Properties=species:S:1:pos:R:3:nbo_charge:R:1
C -2.093 1.035 0.871 -0.608
C -0.930 0.218 0.332 -0.065
N -1.351 -1.044 -0.234 -0.886
C -0.047 0.954 -0.726 -0.218
N 1.355 0.909 -0.353 -0.724
C 1.950 -0.486 0.007 0.164
O 1.185 -1.529 -0.183 -0.935
H -3.043 0.502 0.906 0.191
H -2.240 1.950 0.309 0.191
H -1.940 1.372 1.885 0.193
H -0.209 0.056 1.147 0.177
H -2.038 -1.496 0.350 0.323
H -0.527 -1.616 -0.411 0.434
H -0.322 1.997 -0.731 0.163
H -0.221 0.408 -1.653 0.173
H 1.972 1.343 -1.026 0.333
H 2.886 -0.471 -0.646 0.033
H 2.375 -0.293 1.024 0.062
```

Results
- Energy above the lowest of the compared OMol25 structures with the same formula, charge and spin: 29.0 kcal per mole
- Net charge: -1
- SMILES string: C[C@@H](N)CNC[O-]
- Gap between HOMO and LUMO: 6.751 eV
- Maximum force: 1.77 eV Å⁻¹

Entry 5:
This record from OMol25 describes an isolated ion of composition C4H11N2O and charge -1 in a non-equilibrium geometry. The level of theory is ωB97M-V with the def2-TZVPD basis set.

```
18
Properties=species:S:1:pos:R:3:nbo_charge:R:1
C -0.436 -2.306 -0.760 -0.415
N -0.420 -1.424 0.418 -0.647
C 0.793 -0.626 0.504 -0.228
C 0.379 0.716 1.221 -0.250
N -0.780 1.409 0.632 -0.774
C -0.236 2.003 -0.876 0.154
O 0.660 2.926 -0.726 -0.904
H -1.265 -3.028 -0.643 0.172
H 0.444 -2.948 -0.735 0.178
H -0.640 -1.832 -1.716 0.171
H -1.178 -0.765 0.249 0.379
H 1.591 -1.109 1.093 0.160
H 1.283 -0.387 -0.451 0.162
H 0.246 0.346 2.238 0.162
H 1.280 1.331 1.091 0.189
H -0.558 2.331 1.025 0.355
H -1.261 2.305 -1.229 0.070
H 0.095 1.059 -1.335 0.066
```

Results
- Energy above the lowest of the compared OMol25 structures with the same formula, charge and spin: 39.1 kcal per mole
- Net charge: -1
- SMILES string: CNCCNC[O-]
- Gap between HOMO and LUMO: 6.894 eV
- Maximum force: 2.31 eV Å⁻¹

Entry 6:
This record from OMol25 describes a 2-piece molecular cluster, C4H11N2O overall. The level of theory is ωB97M-V with the def2-TZVPD basis set.

```
18
Properties=species:S:1:pos:R:3:nbo_charge:R:1
C -1.017 2.629 0.233 -0.613
C -0.607 1.193 0.453 -0.378
C 0.036 0.791 1.570 0.030
N 0.728 -0.377 1.692 -0.855
H -0.760 3.227 1.107 0.186
H -0.501 3.060 -0.629 0.188
H -2.094 2.691 0.037 0.181
H -0.966 0.445 -0.246 0.205
H 0.150 1.480 2.410 0.143
H 0.991 -0.719 2.596 0.348
H 0.827 -1.135 0.920 0.451
N -0.382 -1.850 -1.887 -0.906
C 1.000 -1.694 -1.312 0.121
O 1.177 -2.261 -0.106 -0.930
H -0.435 -2.756 -2.345 0.323
H -0.977 -1.986 -1.069 0.341
H 1.647 -2.142 -2.105 0.074
H 1.181 -0.598 -1.319 0.091
```

Results
- Energy above the lowest of the compared OMol25 structures with the same formula, charge and spin: 20.0 kcal per mole
- Net charge: -1
- Gap between HOMO and LUMO: 7.255 eV
- Maximum force: 0.93 eV Å⁻¹

Entry 7:
This record from OMol25 describes a 2-piece molecular cluster, C4H11N2O overall in a non-equilibrium geometry. The level of theory is ωB97M-V with the def2-TZVPD basis set.

```
18
Properties=species:S:1:pos:R:3:nbo_charge:R:1
N -2.072 2.043 -0.346 -1.447
C -0.184 -0.021 -0.380 -0.499
C 1.213 0.529 -0.090 -0.428
C 2.307 -0.549 -0.068 -0.011
O 3.601 -0.101 -0.022 -1.009
C -0.941 -0.863 0.654 -0.337
N -1.380 -2.326 0.605 -0.456
H -0.944 0.892 -0.458 0.355
H -1.830 2.676 -1.105 0.284
H -0.190 -0.530 -1.351 0.168
H 1.468 1.266 -0.865 0.176
H 1.309 1.175 0.794 0.173
H 2.077 -1.267 0.769 0.052
H 2.125 -1.170 -0.982 0.056
H -1.060 -0.451 1.660 0.190
H -1.921 -0.676 0.178 0.204
H -2.989 2.265 0.035 0.280
H -0.589 -2.891 0.972 0.249
```

Results
- Energy above the lowest of the compared OMol25 structures with the same formula, charge and spin: 75.1 kcal per mole
- Spin multiplicity: 2
- Net charge: -2
- ⟨S²⟩: 0.75
- Gap between HOMO and LUMO (spin up / spin down): 6.311 / 5.333 eV
- Maximum force: 4.74 eV Å⁻¹

Entry 8:
This record from OMol25 describes an isolated molecule of C4H11N2O in a non-equilibrium geometry. The level of theory is ωB97M-V with the def2-TZVPD basis set.

```
18
Properties=species:S:1:pos:R:3:nbo_charge:R:1
O 1.938 1.669 0.550 -0.615
C 1.533 0.528 0.583 0.669
N 2.354 -0.533 0.702 -0.809
C 0.042 0.168 0.476 -0.273
N -0.688 1.444 0.563 -0.952
C -1.686 -0.956 -1.034 -0.640
C -0.222 -0.585 -0.831 -0.408
H 2.037 -1.484 0.771 0.398
H 3.340 -0.365 0.804 0.412
H -0.236 -0.415 1.345 0.213
H -1.392 1.528 -0.180 0.387
H 0.024 2.194 0.501 0.444
H -1.279 1.516 1.483 0.116
H -1.899 -1.232 -2.063 0.220
H -2.378 -0.124 -0.832 0.196
H -1.983 -1.786 -0.407 0.217
H 0.315 -1.534 -0.751 0.207
H 0.180 -0.034 -1.679 0.218
```

Results
- Energy above the lowest of the compared OMol25 structures with the same formula, charge and spin: 21.1 kcal per mole
- Spin multiplicity: 2
- ⟨S²⟩: 0.75
- Gap between HOMO and LUMO (spin up / spin down): 3.945 / 11.430 eV
- Maximum force: 1.10 eV Å⁻¹

Question: Which formula does entry 6 have?
Answer: C4H11N2O

Question: What is the formula in the third record?
Answer: C4H11N2O

Question: Among the records above, which one has the highest energy above the lowest of the compared OMol25 structures with the same formula, charge and spin?
Answer: number 7

Question: What is the maximum force in the third record?
Answer: 0.72 eV Å⁻¹